1.
{
  "formula": "C12H18O6Tl",
  "method": "the ωB97M-V functional and the def2-TZVPD basis",
  "gap_ha": 0.0638,
  "relative_energy_kj_mol": 0.0,
  "charge": 3,
  "energy_ev": -29679.7907,
  "elements": ["Tl", "O", "C", "O", "C", "C", "C", "H", "H", "H", "H", "H", "H", "O", "C", "O", "C", "C", "C", "H", "H", "H", "H", "H", "H", "O", "C", "O", "C", "C", "C", "H", "H", "H", "H", "H", "H"],
  "xyz": [[-1.2603, -0.2489, -0.3122], [1.4693, -0.9568, 0.6809], [2.6302, -1.3151, 0.6548], [3.0154, -2.3785, 1.3066], [4.4751, -2.4319, 1.3466], [4.8808, -1.6894, 0.0972], [3.7998, -0.5866, -0.0141], [4.7841, -3.4775, 1.3744], [4.8082, -1.9612, 2.2754], [4.7346, -2.3710, -0.7489], [5.9123, -1.3472, 0.0347], [3.6145, -0.1884, -1.0032], [4.0273, 0.2228, 0.6949], [0.5894, 1.8368, -1.3759], [1.3606, 2.6748, -1.7957], [1.9401, 2.5098, -2.9639], [2.5957, 3.7524, -3.4138], [2.1705, 4.7945, -2.3961], [1.8203, 3.9748, -1.1594], [2.2088, 4.0094, -4.3958], [3.6555, 3.4831, -3.4490], [1.3194, 5.3773, -2.7553], [2.9405, 5.5419, -2.1589], [1.1571, 4.4973, -0.4760], [2.7139, 3.6801, -0.5875], [-4.0009, -1.2472, 0.2536], [-4.8668, -1.6339, 0.9875], [-5.8091, -0.7889, 1.4562], [-6.7988, -1.4660, 2.1742], [-6.5793, -2.9473, 2.0252], [-5.1091, -3.0411, 1.4815], [-7.7927, -1.1938, 1.7164], [-6.9212, -1.0991, 3.2053], [-7.2567, -3.4429, 1.3066], [-6.7541, -3.4792, 2.9609], [-4.9765, -3.7150, 0.6391], [-4.4976, -3.3481, 2.3334]],
  "mulliken_charge": [0.992, -0.362, 0.479, -0.260, -0.394, -0.566, -0.213, 0.337, 0.283, 0.313, 0.379, 0.333, 0.279, -0.378, 0.493, -0.283, -0.348, -0.475, -0.341, 0.289, 0.321, 0.327, 0.343, 0.391, 0.287, -0.451, 0.525, -0.223, -0.243, -0.481, -0.315, 0.295, 0.350, 0.325, 0.365, 0.344, 0.283]
}

2.
{
  "formula": "C12H19B2F4MoN6O6Se3Te",
  "method": "the ωB97M-V functional and the def2-TZVPD basis",
  "multiplicity": 3,
  "gap_ha": [0.2487, 0.2310],
  "relative_energy_kj_mol": 644.4,
  "charge": 1,
  "energy_ev": -251379.8717,
  "elements": ["Mo", "C", "C", "N", "O", "B", "F", "F", "O", "N", "C", "C", "C", "N", "O", "B", "F", "F", "O", "N", "C", "C", "C", "H", "H", "H", "H", "H", "H", "H", "H", "H", "H", "H", "H", "C", "C", "N", "O", "C", "C", "N", "O", "H", "H", "H", "H", "H", "H", "H", "Se", "Se", "Te", "Se"],
  "xyz": [[-1.2197, 0.3167, -0.4914], [0.2343, 4.4395, 0.0908], [0.0563, 2.9613, 0.0864], [-0.4836, 2.3110, -0.8813], [-0.7440, 3.0442, -1.9773], [-2.0820, 2.8386, -2.6507], [-2.1416, 3.7122, -3.6764], [-3.1030, 2.9839, -1.7170], [-2.1241, 1.4213, -3.2217], [-1.3360, 0.5357, -2.6160], [-0.7010, -0.3117, -3.3626], [-0.7797, -0.3438, -4.8503], [0.1613, -1.2377, -2.6102], [0.2182, -0.9530, -1.3578], [1.0503, -1.8354, -0.6210], [2.2052, -1.7320, 2.7985], [0.2823, -2.5435, 3.4661], [2.7824, -2.8481, 2.3667], [0.7477, 0.1330, 2.1726], [0.0803, 0.8983, 1.2120], [0.5835, 2.0953, 1.1545], [1.6995, 2.6189, 1.9884], [0.8818, -2.3492, -3.2855], [-0.1117, 4.8646, -0.8439], [1.2764, 4.7157, 0.2493], [-0.3510, 4.8608, 0.9122], [-1.5616, 0.3170, -5.2060], [-0.9669, -1.3598, -5.1991], [0.1733, -0.0170, -5.2737], [2.0992, 1.8751, 2.6613], [1.3535, 3.4806, 2.5643], [2.4857, 2.9763, 1.3205], [1.4431, -1.9593, -4.1354], [0.1582, -3.0673, -3.6778], [1.5610, -2.8591, -2.6114], [-0.1598, -3.4809, 1.3566], [-0.1530, -2.1589, 2.0962], [-1.4207, -1.5639, 2.1781], [-2.4096, -2.5502, 2.2021], [1.0286, -1.2078, 1.7867], [2.7410, -0.9216, 4.0036], [1.5574, -1.0899, 0.4151], [2.6717, -0.5548, 0.2371], [-0.5890, -3.3775, 0.3636], [-0.7485, -4.1882, 1.9315], [0.8623, -3.8414, 1.2752], [-2.8165, -2.4392, 1.3235], [1.9677, -0.8319, 4.7702], [3.0112, 0.0942, 3.7075], [3.6166, -1.3971, 4.4433], [-1.9784, -0.1013, 3.2730], [-4.1352, 0.1893, 2.6008], [-3.8859, 0.8044, 0.0667], [-2.9875, -1.3668, -0.8077]],
  "mulliken_spin": [0.920, -0.004, 0.046, -0.087, -0.011, 0.003, 0.000, 0.002, 0.004, -0.010, 0.066, 0.001, 0.073, -0.043, -0.018, 0.020, 0.002, 0.001, 0.012, -0.021, 0.083, 0.008, -0.008, 0.001, 0.004, 0.006, 0.000, 0.000, 0.001, -0.005, 0.003, 0.002, 0.005, 0.006, 0.002, 0.002, 0.027, 0.008, -0.002, -0.042, 0.006, 0.374, 0.566, 0.001, 0.001, 0.000, 0.000, 0.000, -0.001, 0.001, 0.000, -0.002, 0.014, -0.017]
}

3.
{
  "formula": "C12H19BN2O5S2",
  "method": "the ωB97M-V functional and the def2-TZVPD basis",
  "gap_ha": 0.3402,
  "energy_ev": -48318.2801,
  "elements": ["N", "B", "O", "C", "C", "C", "C", "C", "C", "C", "O", "N", "C", "O", "H", "H", "H", "H", "H", "H", "H", "C", "S", "O", "C", "H", "H", "H", "H", "H", "H", "C", "S", "O", "C", "H", "H", "H", "H", "H", "H"],
  "xyz": [[-0.8495, -2.2995, 4.5424], [-1.3677, -2.3364, 3.1873], [-2.2633, -3.3299, 2.8706], [-0.9270, -1.3476, 2.0356], [0.2491, -1.5623, 1.3031], [0.6212, -0.7067, 0.2688], [-0.2149, 0.3591, -0.0163], [-1.3833, 0.5721, 0.6840], [-1.7592, -0.2644, 1.7232], [-2.0680, 1.7612, 0.1152], [-3.0766, 2.2547, 0.5176], [-1.3117, 2.1777, -1.0170], [-0.1020, 1.4138, -1.0445], [0.7908, 1.6525, -1.8029], [-1.1074, -3.1752, 4.9900], [-1.2864, -1.5686, 5.0933], [-2.6165, -3.1959, 1.9860], [0.8768, -2.4048, 1.5342], [1.5171, -0.8724, -0.3094], [-2.6766, -0.0591, 2.2576], [-1.1259, 3.1736, -0.9091], [1.5691, -5.2611, -2.0619], [0.8577, -5.3887, -0.4183], [1.0619, -4.0686, 0.2412], [2.1011, -6.5016, 0.2454], [0.9598, -4.5659, -2.6353], [2.5895, -4.8847, -1.9903], [1.5539, -6.2408, -2.5392], [3.0856, -6.0417, 0.1603], [2.0699, -7.4450, -0.2994], [1.8657, -6.6768, 1.2929], [0.0539, 5.8763, -3.0717], [0.2214, 5.9305, -1.2843], [-1.1490, 5.8349, -0.7149], [0.7210, 7.6533, -1.1883], [-0.3028, 4.8844, -3.3421], [-0.6657, 6.6291, -3.3936], [1.0262, 6.0520, -3.5316], [-0.0492, 8.2822, -1.6348], [1.6710, 7.7832, -1.7064], [0.8400, 7.9074, -0.1373]],
  "mulliken_charge": [-0.529, 0.640, -0.638, 0.366, -0.766, -0.898, 0.535, 0.223, -0.266, 0.059, -0.554, -0.204, 0.117, -0.582, 0.241, 0.242, 0.321, 0.529, 0.497, 0.501, 0.178, -0.966, 0.433, -0.547, -0.977, 0.310, 0.305, 0.388, 0.312, 0.386, 0.315, -0.916, 0.570, -0.624, -0.969, 0.307, 0.327, 0.345, 0.299, 0.365, 0.325]
}

4.
{
  "formula": "C12H19CeCl3O3",
  "method": "the ωB97M-V functional and the def2-TZVPD basis",
  "gap_ha": [0.1296, 0.1296],
  "relative_energy_kj_mol": 102.6,
  "charge": -2,
  "energy_ev": -69395.8113,
  "elements": ["C", "C", "C", "C", "C", "C", "C", "C", "C", "C", "Ce", "Cl", "Cl", "Cl", "H", "H", "H", "H", "H", "H", "H", "H", "H", "H", "H", "H", "H", "H", "H", "O", "H", "C", "C", "O", "O", "H", "H", "H"],
  "xyz": [[1.0308, -1.8466, -1.0080], [1.4175, -0.7385, -1.8135], [0.2352, -0.1379, -2.3313], [2.7879, -0.2603, -2.0456], [-0.8825, -0.8874, -1.8669], [-0.3892, -1.9559, -1.0610], [-1.1976, -2.9826, -0.3861], [1.9519, -2.6849, -0.2249], [0.1985, 1.0577, -3.1838], [-2.2933, -0.5751, -2.1422], [0.7472, 1.7551, 1.9129], [2.3844, 2.4759, 0.3083], [2.5481, 0.9931, 3.5837], [-1.1388, 2.2651, 0.1197], [3.5093, -0.8915, -1.5184], [2.9103, 0.7708, -1.6822], [3.0370, -0.2716, -3.1189], [0.8449, 1.8518, -2.7731], [-0.8188, 1.4537, -3.2539], [0.5527, 0.8333, -4.2056], [-2.5052, 0.4799, -1.9123], [-2.9512, -1.1982, -1.5260], [-2.5428, -0.7532, -3.1999], [-2.2343, -2.6471, -0.2781], [-0.7901, -3.1887, 0.6105], [-1.2043, -3.9239, -0.9589], [2.7190, -2.0662, 0.2601], [2.4644, -3.4210, -0.8628], [1.4065, -3.2230, 0.5580], [0.0976, -0.7444, 1.5553], [-0.8012, -0.6958, 1.9345], [-2.0216, 3.3127, 4.7822], [-1.0327, 2.6688, 3.8347], [-1.1283, 1.4261, 3.5857], [-0.1103, 3.3937, 3.2745], [-3.0288, 3.1763, 4.3857], [-1.8016, 4.3716, 4.8956], [-1.9709, 2.8083, 5.7518]],
  "mulliken_charge": [0.381, 0.380, 0.654, -1.312, 0.592, 0.433, -1.608, -1.759, -1.456, -1.559, 1.145, -0.362, -0.495, -0.493, 0.366, 0.129, 0.280, 0.216, 0.344, 0.284, 0.248, 0.361, 0.221, 0.421, 0.339, 0.194, 0.319, 0.280, 0.387, -0.629, 0.191, -1.064, 0.998, -0.671, -0.596, 0.268, 0.292, 0.281]
}

5.
{
  "formula": "C12H19ClF10N3O12S4Y",
  "method": "the ωB97M-V functional and the def2-TZVPD basis",
  "multiplicity": 2,
  "gap_ha": [0.2705, 0.1799],
  "charge": -1,
  "energy_ev": -125871.0950,
  "elements": ["Y", "C", "O", "O", "C", "F", "F", "F", "C", "C", "H", "H", "H", "H", "H", "H", "C", "O", "O", "C", "F", "F", "F", "C", "C", "H", "H", "H", "H", "H", "H", "Cl", "N", "S", "O", "O", "F", "S", "O", "O", "F", "N", "S", "O", "O", "F", "S", "O", "O", "F", "C", "C", "C", "C", "N", "H", "H", "H", "H", "H", "H", "H"],
  "xyz": [[1.8310, 0.2503, -0.4691], [0.9280, 0.1254, 3.2463], [-0.4365, 0.6315, 3.5072], [1.1311, 0.3039, 1.9069], [2.0277, 0.6477, 4.2214], [1.8684, 0.1427, 5.4479], [3.3434, 0.3717, 3.9184], [1.9829, 1.9101, 4.3868], [-0.7948, 0.7518, 4.9291], [-2.2574, 1.0619, 5.0616], [-2.6121, 2.0366, 4.7264], [-2.7986, 0.2456, 4.5834], [-2.4747, 1.0182, 6.1288], [-0.2759, 1.5468, 5.4647], [-0.6952, -0.1708, 5.5010], [0.8299, -0.9596, 3.2830], [-1.6003, 1.2925, -1.5709], [-2.5427, 1.5271, -0.4390], [-0.3840, 1.1990, -0.8167], [-2.0574, 0.1495, -2.4889], [-1.7147, 0.2907, -3.7314], [-1.5469, -1.0719, -2.0722], [-3.3931, 0.0836, -2.5677], [-3.7393, 2.3318, -0.6945], [-4.6024, 2.5310, 0.4678], [-3.9278, 2.9719, 1.2017], [-5.3548, 3.3085, 0.3358], [-4.9870, 1.5797, 0.8356], [-4.3602, 1.7722, -1.3941], [-3.4418, 3.2717, -1.1594], [-1.6002, 2.2484, -2.0946], [4.2217, -0.7916, 0.2739], [2.1225, -0.4845, -2.5262], [2.5680, -1.7096, -3.4850], [3.9781, -1.7633, -3.7787], [1.5335, -2.3861, -4.3003], [2.4348, -2.7862, -2.2751], [1.8696, 0.3273, -4.0584], [0.5815, 0.1907, -4.7782], [2.9995, 0.8423, -4.8387], [1.6414, 1.6000, -3.1233], [2.6245, 2.3438, -0.2541], [3.4679, 3.3054, -1.1393], [4.7902, 3.6743, -0.6880], [2.6569, 4.1237, -2.1039], [3.8740, 2.0684, -2.0904], [2.1727, 3.6297, 0.7271], [0.7318, 3.5595, 1.0200], [2.7493, 4.9695, 0.7326], [2.8514, 3.0481, 2.0771], [-0.8566, -6.3309, -1.6919], [-0.2119, -4.9549, -1.6515], [-0.8389, -3.8585, -0.8056], [0.1087, -2.8285, -0.4659], [0.8571, -2.0369, -0.0920], [-0.7623, -6.7168, -0.6768], [-0.3856, -7.0246, -2.3884], [-1.9141, -6.4330, -1.9356], [-0.1991, -4.4588, -2.6220], [0.8625, -5.0793, -1.5163], [-1.2734, -4.1333, 0.1555], [-1.6003, -3.3052, -1.3555]],
  "mulliken_spin": [-0.002, -0.030, 0.025, 0.865, 0.042, 0.002, 0.002, 0.005, 0.005, 0.001, 0.000, 0.000, 0.000, 0.000, -0.002, 0.079, -0.001, -0.001, 0.001, 0.000, 0.000, 0.000, 0.000, 0.000, 0.000, 0.000, 0.000, 0.000, 0.000, 0.000, 0.000, 0.001, 0.000, 0.000, 0.000, 0.000, 0.000, 0.000, 0.000, 0.000, 0.000, -0.001, 0.000, 0.000, 0.001, 0.000, 0.000, 0.004, 0.000, 0.001, 0.000, 0.000, 0.000, 0.003, 0.000, 0.000, 0.000, 0.000, 0.000, 0.000, 0.000, 0.000]
}

6.
{
  "formula": "C12H19KN2O8P",
  "method": "the ωB97M-V functional and the def2-TZVPD basis",
  "gap_ha": 0.3175,
  "relative_energy_kj_mol": 0.0,
  "charge": -1,
  "energy_ev": -57728.8276,
  "elements": ["K", "O", "C", "O", "C", "C", "C", "C", "C", "N", "H", "H", "H", "H", "C", "C", "O", "P", "O", "C", "C", "O", "C", "C", "H", "H", "H", "H", "H", "H", "H", "H", "H", "H", "H", "H", "H", "H", "H", "O", "N", "O", "O"],
  "xyz": [[0.4489, -0.9801, -0.9259], [-2.3410, -1.0454, -1.5179], [-2.2857, -0.4656, -0.4126], [-1.6708, 0.5820, -0.1187], [-2.9721, -1.1933, 0.7401], [-4.3179, -1.5466, 0.6839], [-4.8790, -2.2099, 1.7577], [-4.0738, -2.5317, 2.8433], [-2.7410, -2.1609, 2.7970], [-2.1942, -1.4925, 1.7827], [-4.8939, -1.3062, -0.1992], [-5.9273, -2.4843, 1.7500], [-4.4693, -3.0618, 3.6997], [-2.0735, -2.4070, 3.6171], [3.7551, -1.7961, 2.7526], [2.2511, -1.7040, 2.8691], [1.8289, -0.3638, 3.1854], [1.5001, 0.6468, 1.9404], [0.6198, 1.7384, 2.7597], [-0.7961, 1.5154, 2.9120], [-1.0967, 0.7813, 4.1995], [2.8696, 1.5089, 1.8276], [3.4940, 2.1072, 2.9648], [4.8874, 2.5300, 2.5599], [4.0479, -2.8200, 2.5177], [4.2322, -1.4826, 3.6840], [4.1072, -1.1703, 1.9327], [1.8720, -2.3304, 3.6776], [1.7740, -2.0289, 1.9405], [-1.1822, 0.9801, 2.0423], [-1.2469, 2.5092, 2.9113], [-0.6550, -0.2146, 4.1879], [-2.1773, 0.6749, 4.3214], [-0.7018, 1.3200, 5.0636], [3.5256, 1.3832, 3.7822], [2.8959, 2.9599, 3.2934], [5.4676, 1.6656, 2.2357], [5.4027, 3.0007, 3.3997], [4.8474, 3.2430, 1.7357], [1.6314, -3.4384, -0.8122], [2.7388, -3.0380, -0.3757], [3.0042, -1.8075, -0.4382], [3.5529, -3.8300, 0.1021]],
  "mulliken_charge": [0.858, -0.749, -0.103, -0.683, 0.821, -0.664, -0.220, -0.756, -0.148, -0.036, 0.415, 0.385, 0.368, 0.402, -1.184, -0.079, -0.372, 0.665, -0.468, 0.344, -0.979, -0.411, -0.067, -1.255, 0.415, 0.356, 0.209, 0.290, 0.175, -0.190, 0.244, 0.053, 0.408, 0.348, 0.272, 0.270, 0.299, 0.385, 0.294, -0.720, 1.064, -0.613, -0.645]
}